Entry 1:
Entry from the Open Molecules 2025 dataset: a single C10H6N4 molecule (wB97M-V/def2-TZVPD).

E = -603.58874 Ha
molar mass = 182.19 u
HOMO energy = -9.3 eV
HOMO-LUMO gap = 8.2 eV
structure (SMILES) = c1ccc2c(c1)ncc1ncnnc12
relative energy (zero: lowest compared OMol25 entry of this formula, charge and spin) = 0.000 eV
spin multiplicity = 1

XYZ file:
```
20
C10H6N4 (wB97M-V/def2-TZVPD)
C -3.01 -0.23 -0.08
C -2.46 -1.48 0.15
C -1.13 -1.47 0.04
C -0.34 -0.27 0.00
C -0.92 0.99 -0.18
C -2.43 0.96 -0.05
N -0.28 2.17 -0.21
C 1.00 2.24 0.00
C 1.73 0.92 0.09
N 3.14 0.88 0.19
C 3.55 -0.39 0.03
N 2.95 -1.54 -0.23
N 1.67 -1.56 -0.26
C 1.04 -0.29 0.06
H -4.11 -0.24 -0.23
H -2.97 -2.52 0.34
H -0.65 -2.49 0.34
H -2.99 1.86 -0.10
H 1.60 3.09 0.28
H 4.61 -0.63 -0.19
```

Listed below, in e, are the Mulliken charges computed for each atom: -0.21, -0.33, -0.44, 0.85, 0.31, -0.80, -0.65, -0.19, 0.26, -0.58, 0.07, -0.65, -0.02, 0.37, 0.30, 0.27, 0.23, 0.43, 0.41, 0.36

Entry 2:
Entry from the Open Molecules 2025 dataset: a gas-phase ion, C2H4N3O (charge +1) (wB97M-V/def2-TZVPD).

E = -317.68972 Ha
molar mass = 86.07 u
HOMO energy = -17.7 eV
HOMO-LUMO gap = 11.5 eV
structure (SMILES) = C[n+]1cnno1
relative energy (zero: lowest compared OMol25 entry of this formula, charge and spin) = 4.137 eV
spin multiplicity = 1
net charge = +1

XYZ file:
```
10
C2H4N3O (wB97M-V/def2-TZVPD)
C -0.60 0.08 0.28
N 0.38 0.86 -0.43
C 1.52 0.68 -1.05
N 1.94 1.84 -1.60
N 1.04 2.70 -1.34
O 0.12 2.22 -0.67
H -1.48 0.70 0.76
H -1.15 -0.40 -0.52
H 0.01 -0.64 0.85
H 2.10 -0.14 -1.16
```

Listed below, in e, are the Mulliken charges computed for each atom: -0.70, 0.19, 0.02, -0.22, 0.16, 0.03, 0.32, 0.36, 0.33, 0.51

Entry 3:
Entry from the Open Molecules 2025 dataset: 4 unconnected molecules or ions with the total composition C29H33ClF22N3O7S (wB97M-V/def2-TZVPD).

E = -4870.97221 Ha
molar mass = 1021.07 u
HOMO energy = -12.9 eV
HOMO-LUMO gap = 8.8 eV
relative energy (zero: lowest compared OMol25 entry of this formula, charge and spin) = 0.000 eV
spin multiplicity = 1
net charge = +1

XYZ file:
```
96
C29H33ClF22N3O7S (wB97M-V/def2-TZVPD)
N -0.39 2.59 -4.24
C 0.73 2.47 -4.02
O 1.95 2.31 -3.62
C 2.02 1.99 -2.25
C 1.44 0.83 -1.82
C 1.51 0.54 -0.47
C 0.85 -0.70 0.11
C -0.67 -0.44 0.09
C -1.12 0.17 1.40
F -0.99 -0.81 2.34
F -0.29 1.18 1.75
C -2.63 0.60 1.39
F -3.30 -0.26 2.17
F -3.15 0.45 0.16
C -2.93 2.01 1.96
F -4.24 2.07 2.20
F -2.31 2.14 3.13
C -2.62 3.13 0.91
F -3.66 3.17 0.09
F -1.57 2.81 0.15
S -2.35 4.88 1.61
F -1.11 4.34 2.41
F -1.40 5.22 0.39
F -3.55 5.47 0.77
F -3.34 4.59 2.79
F -2.07 6.31 2.20
C 2.21 1.42 0.35
N 2.78 2.55 -0.12
C 3.47 3.51 0.78
C 3.53 3.12 2.23
N 2.22 3.36 2.85
C 2.68 2.87 -1.42
C 3.24 4.12 -2.01
C 2.07 5.06 -2.47
C 2.22 6.47 -1.93
Cl 1.42 6.64 -0.34
H 0.93 0.18 -2.51
H 1.03 -1.54 -0.55
H 1.21 -0.92 1.11
H -1.27 -1.30 -0.18
H -0.86 0.31 -0.68
H 2.27 1.17 1.39
H 3.01 4.48 0.66
H 4.49 3.61 0.41
H 4.32 3.69 2.71
H 3.81 2.08 2.33
H 2.25 4.25 3.31
H 2.07 2.65 3.55
H 3.84 4.69 -1.31
H 3.83 3.89 -2.89
H 1.15 4.66 -2.05
H 1.95 5.03 -3.54
H 1.71 7.15 -2.59
H 3.26 6.78 -1.85
C 0.96 -0.82 5.24
C 1.93 -1.01 6.39
O 3.22 -1.45 5.91
C 4.04 -0.52 5.47
O 3.83 0.66 5.42
C 5.37 -1.16 5.04
F 5.17 -2.27 4.33
F 6.11 -1.47 6.10
F 6.07 -0.31 4.28
H 0.90 -1.73 4.65
H -0.03 -0.57 5.62
H 1.28 -0.01 4.58
H 1.59 -1.80 7.05
H 2.04 -0.10 6.99
C -3.87 -2.30 -3.82
C -2.97 -1.89 -4.97
O -1.60 -2.28 -4.71
C -1.30 -3.53 -5.00
O -2.04 -4.35 -5.46
C 0.18 -3.79 -4.71
F 0.54 -3.26 -3.53
F 0.96 -3.24 -5.65
F 0.46 -5.09 -4.66
H -3.50 -1.88 -2.88
H -4.89 -1.95 -3.99
H -3.89 -3.38 -3.71
H -2.96 -0.81 -5.09
H -3.31 -2.32 -5.91
C -1.18 -7.18 -1.98
C -2.53 -7.04 -2.66
O -3.60 -7.23 -1.70
C -3.92 -6.16 -1.00
O -3.40 -5.08 -1.08
C -5.09 -6.47 -0.06
F -4.94 -7.65 0.54
F -6.24 -6.50 -0.75
F -5.20 -5.54 0.88
H -1.11 -8.13 -1.47
H -0.39 -7.11 -2.72
H -1.04 -6.39 -1.24
H -2.66 -7.82 -3.41
H -2.64 -6.08 -3.16
```

Listed below, in e, are the Mulliken charges computed for each atom: -0.44, 0.38, -0.51, 0.65, -0.03, 0.37, -1.70, -0.82, 0.58, -0.37, -0.13, 0.58, -0.32, -0.30, 0.52, -0.30, -0.25, 0.35, -0.29, -0.06, 1.44, -0.29, -0.30, -0.31, -0.31, -0.29, -0.75, 0.30, -0.43, -1.51, -0.26, 0.43, -1.39, -0.41, -0.93, -0.13, 0.94, 0.44, 0.55, 0.75, 0.42, 0.40, 0.29, 0.43, 0.51, 0.56, 0.27, 0.08, 0.65, 0.34, 0.32, 0.44, 0.42, 0.39, -0.60, -0.43, -0.33, 0.42, -0.54, 0.88, -0.25, -0.24, -0.24, 0.33, 0.45, -0.11, 0.35, 0.33, -0.85, -0.32, -0.34, 0.45, -0.53, 0.83, -0.21, -0.27, -0.25, 0.14, 0.41, 0.23, 0.38, 0.34, -1.15, 0.16, -0.33, 0.32, -0.51, 0.91, -0.25, -0.26, -0.23, 0.35, 0.37, 0.26, 0.36, 0.00

Entry 4:
Entry from the Open Molecules 2025 dataset: a molecular structure, C4H9N4 (wB97M-V/def2-TZVPD).

E = -376.49330 Ha
molar mass = 113.14 u
HOMO energy = -15.3 eV
HOMO-LUMO gap = 9.8 eV
relative energy (zero: lowest compared OMol25 entry of this formula, charge and spin) = 3.094 eV
spin multiplicity = 1
net charge = +1

XYZ file:
```
17
C4H9N4 (wB97M-V/def2-TZVPD)
C 2.76 -0.78 0.24
C 2.54 0.31 1.10
C -1.41 0.38 1.20
C -0.58 -0.50 0.38
N 1.58 -1.21 -0.17
N 1.29 0.72 1.06
N 0.73 -0.27 0.34
N -1.14 -1.34 -0.56
H 3.68 -1.19 0.16
H 3.29 0.92 1.44
H -0.84 1.34 1.30
H -1.56 0.02 2.32
H -2.49 0.40 0.79
H 0.55 0.60 -2.13
H -0.53 -1.87 -1.09
H 0.27 -0.02 -2.56
H -2.16 -1.42 -0.69
```

Listed below, in e, are the Mulliken charges computed for each atom: -0.24, -0.23, -1.01, 0.80, -0.75, -0.86, 1.15, -0.30, 0.46, 0.45, 0.34, 0.31, 0.34, -0.01, 0.27, 0.04, 0.24